(1)
Here is a structure of composition C39H39CrIN7O2S2 from OMol25. Energies are from the ωB97M-V functional and the def2-TZVPD basis.

Geometry (Å):
Cr  -0.269  -0.195  -0.268
C  -3.025  4.777  5.070
C  -2.449  3.453  4.643
C  -2.869  2.845  3.461
C  -2.365  1.614  3.077
C  -1.425  0.973  3.874
C  -0.999  1.559  5.055
C  -1.509  2.796  5.429
S  -0.814  -0.638  3.416
O  0.075  -1.025  4.485
O  -1.990  -1.445  3.211
N  -0.084  -0.455  2.008
C  1.238  -0.044  1.925
C  2.221  0.069  2.927
C  3.448  0.604  2.599
C  3.704  1.044  1.303
C  2.718  0.846  0.365
N  1.551  0.279  0.654
H  -3.259  5.400  4.207
H  -2.331  5.322  5.710
H  -3.950  4.629  5.632
H  -3.589  3.347  2.825
H  -2.690  1.155  2.151
H  -0.269  1.044  5.663
H  -1.170  3.258  6.350
H  2.007  -0.265  3.927
H  4.214  0.683  3.361
H  4.645  1.496  1.024
H  2.852  1.146  -0.668
N  0.120  2.058  -3.740
C  -0.077  0.882  -4.460
C  -0.096  0.630  -5.817
C  -0.354  -0.679  -6.219
C  -0.591  -1.680  -5.280
C  -0.577  -1.420  -3.913
C  -0.307  -0.122  -3.500
N  -0.220  0.431  -2.234
C  0.008  1.758  -2.401
C  -0.003  2.642  -1.324
C  0.244  4.027  -1.237
S  0.118  4.518  0.427
C  -0.269  2.894  0.871
N  -0.310  2.047  -0.098
H  0.370  2.953  -4.116
H  0.078  1.416  -6.543
H  -0.368  -0.918  -7.275
H  -0.783  -2.691  -5.616
H  -0.749  -2.205  -3.190
H  0.529  4.723  -2.005
H  -0.442  2.632  1.905
C  -2.838  -3.426  -1.390
C  -1.758  -4.215  -0.641
C  -1.629  -3.850  0.838
C  -0.453  -4.144  -1.411
C  -0.246  -5.172  -2.320
C  0.895  -5.271  -3.101
C  1.901  -4.350  -2.847
C  1.761  -3.307  -1.945
C  3.025  -2.505  -1.674
C  3.327  -2.462  -0.176
C  3.033  -1.125  -2.333
C  0.483  -3.042  -1.299
N  0.182  -1.896  -0.667
H  -3.797  -3.441  -0.859
H  -2.988  -3.860  -2.382
H  -2.519  -2.396  -1.531
H  -2.071  -5.265  -0.671
H  -1.109  -2.904  0.967
H  -1.051  -4.616  1.361
H  -2.612  -3.788  1.317
H  -1.015  -5.937  -2.408
H  1.017  -6.057  -3.836
H  2.856  -4.458  -3.355
H  3.839  -3.071  -2.139
H  2.505  -2.006  0.367
H  4.246  -1.903  0.027
H  3.451  -3.480  0.201
H  2.194  -0.536  -1.981
H  2.941  -1.229  -3.417
H  3.969  -0.596  -2.116
I  -5.447  -2.005  1.929
C  -4.421  -0.789  0.582
C  -5.110  0.104  -0.217
C  -4.371  0.845  -1.127
C  -3.002  0.673  -1.191
N  -2.337  -0.172  -0.397
C  -3.046  -0.906  0.469
H  -6.183  0.210  -0.141
H  -4.852  1.546  -1.795
H  -2.405  1.228  -1.900
H  -2.490  -1.603  1.079

Output
Multiplicity: 5
<S²>: 6.058
DFT total energy, eV: -113796.82603
E_LUMO (spin up / spin down), eV: 2.08 / 2.08
Total charge: -1

These are the Mulliken partial charges, in e, on atoms 1 to 6: -0.03 -1.50 0.90 -0.78 -0.43 -0.01

***

(2)
Here is an isolated molecule of C2HN5O at a distorted geometry from OMol25. Energies are from the ωB97M-V functional and the def2-TZVPD basis.

Geometry (Å):
C  0.417  1.045  -0.192
C  -0.165  -1.113  0.619
H  0.038  -1.811  1.581
N  -0.802  1.079  0.455
N  -0.836  0.015  1.169
N  0.223  -1.213  -0.669
N  -0.264  -0.331  -1.678
N  -0.034  0.802  -1.573
O  1.423  1.527  0.288

Output
DFT total energy, eV: -11581.46132
E_LUMO, eV: -2.14
ΔE to the lowest compared entry with this formula, charge and spin, kcal/mol: 104.9
Total charge: 0
Structure (SMILES): O=c1nncnnn1

These are the Mulliken partial charges, in e, on atoms 1 to 6: 0.81 0.16 0.32 -0.22 -0.14 -0.21

***

(3)
Here is an isolated molecule of C4H8O3 at a distorted geometry from OMol25. Energies are from the ωB97M-V functional and the def2-TZVPD basis.

Geometry (Å):
O  -0.567  -2.147  -0.248
C  -1.100  -1.092  -0.401
O  -1.987  -0.835  -1.435
C  -0.917  0.231  0.268
C  0.427  0.933  0.427
C  1.594  0.018  0.778
O  0.744  1.561  -0.844
H  -2.075  -1.576  -2.048
H  -1.146  -0.119  1.290
H  -1.561  1.012  -0.158
H  0.266  1.775  1.127
H  2.331  -0.199  0.005
H  1.161  -0.906  1.171
H  2.134  0.478  1.575
H  0.695  0.867  -1.507

Output
DFT total energy, eV: -10419.85861
E_LUMO, eV: 0.65
ΔE to the lowest compared entry with this formula, charge and spin, kcal/mol: 26.4
Total charge: 0
Structure (SMILES): C[C@@H](O)CC(=O)O

These are the Mulliken partial charges, in e, on atoms 1 to 6: -0.54 0.62 -0.46 -0.66 0.26 -1.15

***

(4)
Here is a cluster of 6 separate species, C28H48N2O11S in total at a distorted geometry from OMol25. Energies are from the ωB97M-V functional and the def2-TZVPD basis.

Geometry (Å):
O  1.245  1.996  -0.528
C  -0.044  2.703  -0.287
C  -1.021  2.294  -1.560
C  -2.625  2.372  -1.226
C  -3.505  3.783  -1.195
C  -5.101  3.809  -0.809
C  -5.817  2.366  -0.443
C  -4.984  0.955  -0.509
N  -5.633  -0.377  -0.191
S  -4.250  -1.461  -0.460
N  -2.838  -0.482  -0.891
C  -3.392  0.927  -0.898
H  1.159  1.016  -0.277
H  -0.445  2.342  0.755
H  0.221  3.851  -0.245
H  -0.739  1.176  -1.862
H  -0.756  3.021  -2.439
H  -2.954  4.795  -1.454
H  -5.734  4.820  -0.758
H  -6.946  2.342  -0.129
O  0.494  -0.043  1.716
C  0.037  -0.897  2.471
O  -0.327  -2.109  1.992
C  -0.698  -3.233  2.812
C  -2.165  -3.166  3.190
C  -0.212  -0.583  3.917
H  -0.041  -3.319  3.682
H  -0.525  -4.127  2.204
H  -2.388  -2.277  3.785
H  -2.455  -4.050  3.765
H  -2.789  -3.109  2.292
H  -1.171  -0.068  4.012
H  0.589  0.073  4.272
H  -0.199  -1.457  4.567
O  0.429  -1.346  7.075
C  1.262  -2.232  6.908
O  1.384  -3.235  7.808
C  2.193  -4.410  7.617
C  3.631  -4.147  8.019
C  2.222  -2.171  5.756
H  2.102  -4.789  6.595
H  1.775  -5.182  8.271
H  4.087  -3.369  7.402
H  4.230  -5.058  7.925
H  3.681  -3.798  9.055
H  3.056  -1.515  6.018
H  1.696  -1.759  4.889
H  2.603  -3.143  5.446
O  -1.275  2.676  -4.432
C  -0.565  2.190  -5.308
O  -0.881  0.997  -5.861
C  -0.227  0.430  -7.011
C  1.027  -0.320  -6.605
C  0.714  2.862  -5.716
H  -0.036  1.193  -7.771
H  -0.938  -0.275  -7.454
H  1.761  0.344  -6.141
H  1.490  -0.795  -7.474
H  0.788  -1.092  -5.866
H  1.502  2.593  -5.008
H  0.558  3.946  -5.691
H  1.034  2.624  -6.729
O  6.135  5.040  2.133
C  4.986  5.189  1.727
O  4.447  4.303  0.857
C  3.062  4.282  0.465
C  2.809  5.247  -0.676
C  4.190  6.402  2.111
H  2.407  4.460  1.323
H  2.854  3.263  0.125
H  3.020  6.280  -0.385
H  1.768  5.188  -1.007
H  3.463  5.018  -1.524
H  4.468  7.234  1.460
H  4.431  6.658  3.149
H  3.113  6.253  2.078
O  0.695  -3.625  -5.003
C  -0.322  -3.807  -4.340
O  -0.738  -5.064  -4.059
C  -1.802  -5.386  -3.144
C  -3.149  -5.312  -3.835
C  -1.172  -2.648  -3.909
H  -1.752  -4.762  -2.247
H  -1.625  -6.415  -2.815
H  -3.363  -4.302  -4.196
H  -3.950  -5.611  -3.152
H  -3.167  -5.970  -4.710
H  -1.829  -2.360  -4.733
H  -0.512  -1.810  -3.661
H  -1.764  -2.843  -3.017

Output
DFT total energy, eV: -66142.16835
E_LUMO, eV: -1.44
Total charge: 0
Structure (SMILES): OCCc1cccc2nsnc12.CCOC(C)=O.CCOC(C)=O.CCOC(C)=O.CCOC(C)=O.CCOC(C)=O

These are the Mulliken partial charges, in e, on atoms 1 to 6: -0.50 -0.18 -0.06 0.46 -0.49 -0.37

***

The lowest DFT total energy belongs to which entry? C39H39CrIN7O2S2

***

Repeat the second record exactly.
Here is an isolated molecule of C2HN5O at a distorted geometry from OMol25. Energies are from the ωB97M-V functional and the def2-TZVPD basis.

Geometry (Å):
C  0.417  1.045  -0.192
C  -0.165  -1.113  0.619
H  0.038  -1.811  1.581
N  -0.802  1.079  0.455
N  -0.836  0.015  1.169
N  0.223  -1.213  -0.669
N  -0.264  -0.331  -1.678
N  -0.034  0.802  -1.573
O  1.423  1.527  0.288

Output
DFT total energy, eV: -11581.46132
E_LUMO, eV: -2.14
ΔE to the lowest compared entry with this formula, charge and spin, kcal/mol: 104.9
Total charge: 0
Structure (SMILES): O=c1nncnnn1

These are the Mulliken partial charges, in e, on atoms 1 to 6: 0.81 0.16 0.32 -0.22 -0.14 -0.21

***

Which value of DFT total energy does entry 2 give? -11581.46132 eV